[1]
43
Properties=species:S:1:pos:R:3:mulliken_charge:R:1 method="wB97M-V/def2-TZVPD" energy_ev=-30975.9481 relative_energy_kcal_mol=14.5 gap_ev=2.31 total_charge=+2 multiplicity=1
C 1.380 1.497 2.383 -0.590
O 0.532 0.915 3.370 -0.369
C -0.656 1.610 3.531 -0.318
O -1.745 1.052 2.760 -0.323
C -1.609 -0.299 2.599 0.510
O -2.112 -1.082 3.342 -0.428
N -0.865 -0.658 1.393 0.969
C -0.310 -2.022 1.415 -0.730
C 1.044 -2.134 0.672 -0.947
C 1.181 -1.204 -0.535 0.051
C 2.589 -1.136 -1.134 -0.881
N 2.753 0.187 -1.774 -0.265
C 2.057 0.306 -2.987 0.601
C 2.029 1.672 -3.660 -1.041
O 1.469 -0.618 -3.515 -0.519
C -1.684 -0.376 0.319 -0.285
C -1.689 0.945 -0.238 -0.129
C -2.513 1.133 -1.264 0.021
N -3.367 0.278 -1.849 -0.764
C -3.372 -0.974 -1.332 -0.653
C -2.557 -1.291 -0.311 -0.250
H 2.232 0.841 2.224 0.239
H 1.720 2.493 2.674 0.417
H 0.835 1.604 1.435 0.177
H -0.518 2.634 3.170 0.339
H -0.904 1.694 4.590 0.374
H -0.972 -2.803 1.046 0.453
H -0.124 -2.268 2.459 0.357
H 1.092 -3.161 0.299 0.381
H 1.887 -2.042 1.358 0.456
H 0.935 -0.190 -0.194 -0.067
H 0.434 -1.432 -1.303 0.372
H 3.355 -1.215 -0.362 0.549
H 2.766 -1.939 -1.852 0.324
H 3.737 0.419 -1.868 0.332
H 2.440 1.548 -4.662 0.343
H 2.597 2.421 -3.111 0.334
H 0.991 1.972 -3.799 0.245
H -1.062 1.731 0.150 0.367
H -2.491 2.140 -1.702 0.596
H -4.039 -1.707 -1.765 0.500
H -2.586 -2.312 0.042 0.440
Pd -4.880 1.774 -2.012 0.811


[2]
18
Properties=species:S:1:pos:R:3:mulliken_charge:R:1 method="wB97M-V/def2-TZVPD" energy_ev=-26012.4266 relative_energy_kcal_mol=15.9 gap_ev=9.22 total_charge=0 multiplicity=1
C 3.032 1.243 -0.439 -0.891
C 1.960 0.448 -1.215 -0.503
S 0.286 0.543 -0.511 -0.225
H 2.576 1.666 0.461 0.317
H 3.865 0.644 -0.080 0.292
H 3.378 2.072 -1.057 0.249
H 2.271 -0.582 -1.396 0.341
H 1.873 0.880 -2.209 0.325
H 0.627 -0.125 0.595 0.089
C -1.480 -1.995 1.040 -0.763
S -2.946 -0.973 1.375 -0.062
C -2.864 0.469 0.292 -0.874
H -0.635 -1.767 1.686 0.235
H -1.852 -2.998 1.238 0.311
H -1.178 -1.889 0.003 0.252
H -2.113 1.246 0.360 0.306
H -3.796 0.930 0.606 0.279
H -3.005 0.187 -0.750 0.323


[3]
21
Properties=species:S:1:pos:R:3:mulliken_charge:R:1 method="wB97M-V/def2-TZVPD" energy_ev=-10517.4550 relative_energy_kcal_mol=10.9 gap_ev=11.37 total_charge=0 multiplicity=1
C 1.406 1.609 0.091 -1.304
C 0.861 0.351 -0.560 -0.447
C -0.479 0.506 -1.307 0.411
C -1.032 -0.880 -1.694 -1.234
O -1.341 1.234 -0.436 -0.637
H 1.507 2.476 -0.557 0.322
H 0.735 1.923 0.877 0.311
H 2.380 1.429 0.539 0.379
H 0.629 -0.410 0.186 0.186
H 1.580 -0.021 -1.284 0.346
H -0.312 1.068 -2.237 0.335
H -1.082 -1.078 -2.752 0.332
H -2.039 -0.979 -1.296 0.344
H -0.447 -1.653 -1.193 0.300
H -2.251 1.190 -0.745 0.284
O -1.576 0.188 2.085 -0.654
H -1.489 0.761 1.296 0.406
H -1.585 0.805 2.833 0.327
O 1.888 -2.938 1.926 -0.646
H 1.473 -2.069 2.002 0.321
H 1.175 -3.514 2.224 0.318


[4]
62
Properties=species:S:1:pos:R:3:mulliken_charge:R:1 method="wB97M-V/def2-TZVPD" energy_ev=-73258.3585 gap_ev=8.50 total_charge=0 multiplicity=1
N 1.858 0.689 2.911 -0.628
C 1.902 1.416 1.627 0.285
B 1.213 0.609 0.482 0.085
O 0.334 1.163 -0.431 -0.326
B -0.740 0.366 -0.794 0.273
C -2.216 0.853 -0.717 -0.882
C -3.262 -0.267 -0.683 0.003
C -4.594 0.154 -0.069 -0.549
O -4.401 1.052 1.025 -0.517
O -0.413 -0.958 -1.113 -0.095
B 0.478 -1.545 -0.246 0.581
P 0.224 -3.449 0.213 0.011
O -0.017 -3.180 1.829 -0.468
Cl 2.240 -3.972 0.200 -0.301
O 1.420 -0.773 0.377 -0.235
H 1.532 1.306 3.641 0.308
H 1.262 -0.126 2.870 0.248
H 2.949 1.602 1.355 0.020
H 1.421 2.395 1.694 -0.050
H -2.395 1.525 -1.567 0.342
H -2.304 1.487 0.169 0.334
H -3.461 -0.608 -1.701 0.166
H -2.873 -1.131 -0.138 0.178
H -5.224 0.632 -0.827 0.213
H -5.126 -0.738 0.262 0.427
H -4.946 0.774 1.758 0.321
H 0.780 -3.261 2.364 0.297
C -5.047 -4.030 -3.099 -0.680
N -5.512 -2.929 -2.212 0.923
O -5.070 -2.878 -1.083 -0.509
O -6.314 -2.146 -2.681 -0.542
H -4.353 -4.646 -2.541 0.320
H -5.927 -4.592 -3.391 0.195
H -4.583 -3.569 -3.965 0.302
C -8.900 -6.259 -2.131 -0.686
N -7.840 -7.167 -2.652 0.869
O -8.160 -8.281 -2.996 -0.521
O -6.709 -6.718 -2.690 -0.531
H -9.842 -6.792 -2.155 0.319
H -8.613 -5.978 -1.122 0.275
H -8.913 -5.380 -2.770 0.270
C 1.595 5.647 4.298 -0.749
N 0.955 4.390 3.821 0.871
O 1.279 3.352 4.360 -0.545
O 0.157 4.488 2.914 -0.506
H 2.280 5.394 5.098 0.308
H 2.108 6.083 3.446 0.299
H 0.798 6.306 4.629 0.290
C 5.538 3.221 -0.780 -0.421
N 5.517 3.740 0.616 0.926
O 4.886 3.115 1.444 -0.537
O 6.140 4.758 0.834 -0.557
H 4.928 2.327 -0.812 0.217
H 5.144 4.006 -1.420 0.301
H 6.576 3.022 -1.029 0.094
C 10.748 2.049 -0.444 -0.688
N 9.772 2.428 -1.504 0.852
O 8.783 3.048 -1.165 -0.556
O 10.032 2.092 -2.637 -0.510
H 10.377 2.419 0.504 0.310
H 10.829 0.966 -0.459 0.280
H 11.700 2.495 -0.714 0.273


[5]
26
Properties=species:S:1:pos:R:3:mulliken_charge:R:1 method="wB97M-V/def2-TZVPD" energy_ev=-77422.7117 relative_energy_kcal_mol=62.7 gap_ev=8.60 total_charge=+1 multiplicity=1
C -1.708 2.992 -1.052 -1.448
C -0.621 2.158 -0.369 0.975
C 0.400 2.713 0.329 -0.593
C 1.400 1.962 0.943 -0.288
C 1.403 0.621 1.043 -0.159
C 0.085 -0.090 0.036 -0.274
C -0.771 0.761 -0.552 -0.454
N 0.185 -1.616 0.123 0.409
C 0.956 -1.952 -1.069 -0.896
C -1.051 -2.325 0.106 -0.899
C 0.885 -1.835 1.351 -0.794
Se 2.501 -0.691 1.772 0.157
H -2.106 2.493 -1.977 0.364
H -2.448 2.944 -0.232 0.349
H -1.258 3.915 -1.145 0.410
H 0.720 3.691 0.260 0.418
H 2.028 2.499 1.657 0.350
H -1.747 0.517 -1.113 0.232
H 1.745 -1.303 -1.361 0.418
H 1.599 -2.902 -0.842 0.324
H 0.406 -2.129 -1.911 0.435
H -0.829 -3.476 0.211 0.380
H -1.753 -2.047 0.839 0.368
H -1.511 -2.210 -0.918 0.347
H 0.264 -1.790 2.317 0.414
H 1.224 -2.900 1.555 0.456


[6]
10
Properties=species:S:1:pos:R:3:mulliken_charge:R:1 method="wB97M-V/def2-TZVPD" energy_ev=-8749.3823 relative_energy_kcal_mol=83.2 gap_ev=11.45 total_charge=+1 multiplicity=1
C -0.781 0.150 0.182 0.694
C -1.530 -1.088 0.280 -0.261
C 0.564 2.010 -0.504 0.737
N -0.156 0.971 -0.587 -0.335
O -0.857 -0.271 1.358 -0.214
O 1.164 3.001 -0.599 -0.176
H -2.565 -1.249 0.448 0.288
H -1.016 -1.930 -0.112 0.254
H 2.437 -0.942 -0.605 -0.021
H 2.739 -0.651 0.139 0.034